1.
The following is a DFT calculation (ωB97M-V/def2-TZVPD) of a molecular structure, C25H15F5N2PRhS2.

Structure (XYZ):
```
51
Properties=species:S:1:pos:R:3:nbo_charge:R:1
Rh -1.428 -1.923 0.526 1.052
F 4.189 -1.289 4.530 -0.287
C 3.153 -1.869 3.915 0.271
C 3.329 -2.609 2.740 0.304
F 4.526 -2.762 2.155 -0.296
C 2.237 -3.098 2.079 0.318
F 2.468 -3.926 1.019 -0.300
C 0.954 -2.857 2.521 -0.308
S -0.435 -3.596 1.741 -0.075
C 0.781 -2.108 3.659 0.330
F -0.459 -1.718 4.078 -0.294
C 1.848 -1.593 4.365 0.277
F 1.602 -0.653 5.336 -0.293
S -5.863 -3.069 0.018 -0.060
C -4.316 -2.947 0.289 0.169
N -3.106 -2.892 0.408 -0.753
N -1.542 -0.130 0.849 -1.029
P -0.664 0.459 -0.373 1.680
C 1.104 0.039 -0.445 -0.427
C 1.809 0.795 0.458 -0.178
C 3.159 0.427 0.678 -0.224
C 3.759 -0.471 -0.202 -0.125
C 3.076 -1.123 -1.208 -0.236
C 1.698 -0.882 -1.335 -0.172
C -1.512 0.197 -1.906 -0.449
C -2.634 -0.590 -1.967 -0.184
C -3.326 -0.904 -3.162 -0.197
C -2.903 -0.341 -4.313 -0.201
C -1.697 0.319 -4.344 -0.200
C -0.972 0.584 -3.144 -0.171
C -0.823 2.264 -0.084 -0.409
C -1.823 2.803 0.692 -0.156
C -1.958 4.205 0.881 -0.221
C -1.172 5.056 0.138 -0.186
C -0.077 4.537 -0.634 -0.215
C -0.005 3.174 -0.817 -0.192
H 1.364 1.700 0.865 0.243
H 3.669 0.907 1.463 0.224
H 4.854 -0.697 -0.043 0.221
H 3.498 -1.793 -1.960 0.234
H 1.036 -1.460 -2.046 0.238
H -3.092 -0.786 -0.988 0.239
H -4.217 -1.638 -3.216 0.245
H -3.555 -0.388 -5.240 0.229
H -1.299 0.902 -5.197 0.224
H -0.040 1.052 -3.121 0.208
H -2.576 2.106 1.127 0.245
H -2.695 4.470 1.702 0.235
H -1.297 6.153 0.111 0.223
H 0.676 5.198 -1.075 0.224
H 0.693 2.763 -1.521 0.208
```

Calculated values
Highest occupied orbital energy (alpha / beta) ... -7.92 / -8.43 eV
Gap between HOMO and LUMO (alpha / beta) ... 7.953 / 6.439 eV
Multiplicity ... 5
⟨S²⟩ ... 6.022

---

2.
The following is a DFT calculation (ωB97M-V/def2-TZVPD) of a molecular structure, C25H16AsBrN2O2OsS.

Structure (XYZ):
```
49
Properties=species:S:1:pos:R:3:nbo_charge:R:1
Os 1.845 -0.943 0.757 1.290
Br -0.765 -3.256 1.298 0.189
C 0.628 -3.690 0.140 0.158
C 0.674 -4.940 -0.464 -0.233
C 1.689 -5.220 -1.360 -0.079
C 2.632 -4.240 -1.668 -0.168
C 2.525 -3.031 -1.034 0.088
N 1.560 -2.766 -0.117 -0.471
C 3.416 -1.869 -1.357 0.735
O 4.313 -1.895 -2.125 -0.423
O 3.021 -0.713 -0.709 -0.621
H -0.088 -5.669 -0.229 0.271
H 1.736 -6.193 -1.831 0.265
H 3.426 -4.392 -2.386 0.282
C -1.295 4.978 -2.465 -0.169
C -0.782 4.745 -1.195 -0.202
C -0.400 3.464 -0.826 -0.171
C -0.521 2.420 -1.736 -0.356
C -1.019 2.654 -3.015 -0.211
C -1.414 3.936 -3.372 -0.182
As -0.064 0.573 -1.361 1.007
C 0.619 0.832 0.503 -0.442
C 1.873 1.387 0.912 -0.264
C 2.060 1.727 2.242 -0.105
C 0.996 1.637 3.173 -0.132
C -0.231 1.161 2.803 -0.183
C -0.466 0.736 1.467 0.096
C -1.704 0.265 0.945 -0.054
C -2.851 -0.020 1.716 -0.155
C -3.984 -0.480 1.088 -0.199
C -3.987 -0.663 -0.301 -0.090
C -2.863 -0.396 -1.072 -0.224
C -1.722 0.083 -0.457 -0.251
H -1.596 5.977 -2.750 0.240
H -0.683 5.562 -0.494 0.234
H -0.008 3.300 0.171 0.187
H -1.089 1.853 -3.742 0.224
H -1.803 4.121 -4.363 0.239
H 2.639 1.634 0.186 0.275
H 3.020 2.114 2.561 0.261
H 1.164 1.962 4.191 0.259
H -1.035 1.126 3.526 0.250
H -2.846 0.115 2.790 0.231
H -4.876 -0.700 1.658 0.251
H -4.892 -1.012 -0.782 0.246
H -2.905 -0.542 -2.144 0.242
S 2.252 -2.488 5.028 0.350
C 2.015 -1.866 3.646 0.148
N 1.784 -1.378 2.555 -0.632
```

Calculated values
Charge ... +2
Highest occupied orbital energy (alpha / beta) ... -14.34 / -14.35 eV
Gap between HOMO and LUMO (alpha / beta) ... 4.970 / 5.221 eV

---

3.
The following is a DFT calculation (ωB97M-V/def2-TZVPD) of a molecular structure, C25H16F15GeN3SSeTi.

Structure (XYZ):
```
63
Properties=species:S:1:pos:R:3:nbo_charge:R:1
Ti 0.863 0.110 -1.555 1.599
C 2.979 -1.761 -2.585 -0.415
N 1.489 -1.703 -2.494 -0.492
C 1.044 -2.940 -1.784 -0.423
C 0.904 -1.679 -3.872 -0.248
C -0.529 -1.188 -3.830 -0.251
N -0.612 0.184 -3.247 -0.500
C -0.155 1.188 -4.253 -0.420
C -2.039 0.495 -2.966 -0.416
H 3.269 -2.672 -3.112 0.231
H 3.401 -1.780 -1.582 0.240
H 3.353 -0.894 -3.122 0.231
H 1.456 -3.806 -2.303 0.231
H -0.038 -3.018 -1.778 0.220
H 1.415 -2.921 -0.762 0.242
H 0.944 -2.685 -4.296 0.248
H 1.529 -1.039 -4.493 0.232
H -1.143 -1.845 -3.213 0.231
H -0.962 -1.192 -4.834 0.244
H -0.814 1.151 -5.122 0.225
H 0.865 0.994 -4.568 0.219
H -0.203 2.183 -3.813 0.232
H -2.606 0.464 -3.899 0.227
H -2.118 1.495 -2.546 0.228
H -2.464 -0.232 -2.282 0.220
F 1.999 1.976 3.571 -0.307
C 1.772 0.834 4.234 0.421
C 0.927 -0.114 3.676 -0.627
C 0.768 -1.314 4.351 0.422
F 0.015 -2.283 3.813 -0.309
C 1.382 -1.553 5.566 0.260
F 1.213 -2.703 6.195 -0.259
C 2.196 -0.570 6.115 0.341
F 2.789 -0.784 7.268 -0.248
C 2.399 0.632 5.447 0.262
F 3.190 1.555 5.965 -0.259
Ge 0.120 0.228 1.972 1.490
S 1.757 -0.208 0.490 -0.441
C -1.438 -0.869 1.547 -0.552
C -1.705 -1.368 0.296 0.321
F -0.885 -1.033 -0.783 -0.344
C -2.775 -2.176 -0.016 0.269
F -2.952 -2.617 -1.260 -0.279
C -3.665 -2.503 0.997 0.330
F -4.699 -3.270 0.737 -0.243
C -3.463 -2.001 2.277 0.291
F -4.315 -2.292 3.236 -0.246
C -2.366 -1.189 2.527 0.430
F -2.207 -0.699 3.752 -0.284
C -0.389 2.079 1.609 -0.587
C -0.623 3.008 2.613 0.438
F -0.571 2.629 3.884 -0.284
C -0.917 4.338 2.340 0.286
F -1.123 5.190 3.320 -0.246
C -0.999 4.768 1.022 0.330
F -1.277 6.022 0.747 -0.244
C -0.800 3.862 -0.012 0.268
F -0.895 4.232 -1.283 -0.270
C -0.512 2.561 0.327 0.374
F -0.398 1.679 -0.763 -0.349
Se 3.743 3.570 -2.756 0.441
C 2.786 2.227 -2.459 0.120
N 2.086 1.247 -2.254 -0.856
```

Calculated values
Charge ... +2
Highest occupied orbital energy ... -14.32 eV
Gap between HOMO and LUMO ... 6.328 eV

---

4.
The following is a DFT calculation (ωB97M-V/def2-TZVPD) of a molecular structure, C25H17Cl2FN5O2PbSSe.

Structure (XYZ):
```
55
Properties=species:S:1:pos:R:3:nbo_charge:R:1
Pb 0.075 0.595 -1.391 1.341
N 0.326 2.676 3.141 -0.804
C 0.109 2.395 1.790 0.285
S 1.292 1.336 1.054 -0.505
N -1.008 2.830 1.297 -0.415
N -1.189 2.454 -0.068 -0.354
C -2.370 2.764 -0.439 0.145
C -2.975 2.749 -1.780 -0.221
C -4.253 3.355 -1.907 -0.137
C -4.872 3.490 -3.125 -0.298
C -4.115 3.123 -4.268 -0.182
C -2.919 2.526 -4.187 -0.304
C -2.229 2.394 -2.947 0.420
O -1.037 1.878 -2.879 -0.842
H 1.288 2.855 3.300 0.365
H -0.128 3.541 3.414 0.366
H -3.043 3.147 0.354 0.174
H -4.766 3.605 -1.076 0.190
H -5.745 4.024 -3.169 0.195
H -4.652 3.296 -5.213 0.195
H -2.393 2.109 -5.064 0.209
Cl -4.256 -0.269 1.326 -0.056
C -3.515 -1.604 0.329 -0.107
C -4.127 -2.845 0.352 -0.219
C -3.630 -3.923 -0.358 -0.092
Cl -4.481 -5.432 -0.367 -0.028
C -2.374 -3.790 -1.025 -0.101
C -1.708 -4.765 -1.759 -0.152
C -0.451 -4.499 -2.240 -0.263
C 0.089 -3.192 -2.140 0.041
N -0.526 -2.222 -1.546 -0.425
C -1.786 -2.484 -1.058 0.061
C -2.302 -1.344 -0.371 0.457
O -1.772 -0.233 -0.401 -0.780
H -4.988 -3.071 0.931 0.232
H -2.182 -5.763 -1.975 0.228
H 0.116 -5.199 -2.851 0.211
H 0.953 -2.936 -2.682 0.182
F 3.358 -2.558 4.974 -0.343
C 3.821 -1.762 3.965 0.408
C 4.997 -1.079 4.130 -0.304
C 5.367 -0.249 3.066 -0.172
C 4.610 -0.166 1.870 -0.087
C 4.853 1.010 0.889 -0.566
C 3.435 -0.924 1.778 -0.131
C 3.010 -1.736 2.842 -0.281
H 5.476 -1.268 5.063 0.232
H 6.292 0.302 3.084 0.217
H 4.783 1.986 1.382 0.257
H 4.038 1.145 0.175 0.266
H 2.798 -0.897 0.930 0.224
H 2.026 -2.144 2.885 0.240
Se 6.435 0.905 -0.268 0.379
C 7.740 1.652 0.778 -0.002
N 8.504 2.214 1.455 -0.350
```

Calculated values
Charge ... -1
Highest occupied orbital energy ... -4.77 eV
Gap between HOMO and LUMO ... 6.848 eV

---

5.
The following is a DFT calculation (ωB97M-V/def2-TZVPD) of a molecular structure, C25H18Br4InN4O4.

Structure (XYZ):
```
56
Properties=species:S:1:pos:R:3:nbo_charge:R:1
In -0.517 -0.005 -0.923 1.277
C 1.440 -4.601 -3.091 -0.247
C 2.237 -4.796 -1.835 -0.226
C 2.230 -3.858 -0.887 -0.191
C 1.571 -2.594 -1.186 0.118
C 1.793 -2.091 -2.585 0.089
C 1.571 -3.180 -3.681 -0.261
N 0.926 -1.860 -0.351 -0.287
N 0.792 -2.317 0.909 -0.453
C 0.414 -1.344 1.765 0.390
C 0.110 -1.717 3.098 -0.334
C -0.274 -0.744 3.980 -0.135
C -0.334 0.600 3.597 -0.419
C -0.004 0.904 2.280 0.432
N 0.326 -0.048 1.380 -0.637
H 1.690 -5.332 -3.851 0.236
H 2.698 -5.763 -1.676 0.213
H 2.660 -4.012 0.094 0.236
H 2.802 -1.680 -2.646 0.204
H 2.435 -3.215 -4.351 0.233
H 0.169 -2.762 3.365 0.217
H -0.528 -1.013 4.999 0.201
H -0.598 1.381 4.296 0.218
H 0.421 2.323 0.862 0.439
Br -2.826 -3.173 -6.980 0.069
C -1.704 -2.531 -5.602 -0.145
C -0.475 -3.148 -5.380 -0.131
Br 0.129 -4.644 -6.368 0.048
C 0.343 -2.641 -4.381 -0.090
Br -0.429 -5.069 -2.626 -0.019
C -0.038 -1.501 -3.736 0.200
O 0.884 -1.024 -2.844 -0.491
C -1.307 -0.919 -3.784 0.370
O -1.644 -0.023 -2.917 -0.782
C -2.126 -1.464 -4.798 -0.205
Br -3.836 -0.690 -4.971 0.071
O 0.470 1.770 -1.704 -0.421
O 1.019 2.614 -0.869 -0.299
C 1.813 3.389 3.679 -0.636
C 0.416 3.907 3.477 -0.026
C -0.066 4.988 4.207 -0.224
C -1.358 5.450 4.013 -0.209
C -2.186 4.833 3.088 -0.222
C -1.737 3.745 2.348 -0.013
C -2.620 3.056 1.347 -0.636
C -0.433 3.289 2.553 0.206
N 0.035 2.180 1.801 -0.672
H 2.416 4.108 4.234 0.205
H 2.292 3.185 2.722 0.233
H 1.800 2.449 4.235 0.229
H 0.584 5.475 4.925 0.201
H -1.722 6.295 4.584 0.203
H -3.196 5.196 2.937 0.202
H -3.624 3.480 1.358 0.207
H -2.689 1.987 1.556 0.231
H -2.215 3.154 0.337 0.234
```

Calculated values
Charge ... -1
Highest occupied orbital energy (alpha / beta) ... -4.37 / -3.96 eV
Gap between HOMO and LUMO (alpha / beta) ... 6.059 / 6.149 eV

---

6.
The following is a DFT calculation (ωB97M-V/def2-TZVPD) of 3 unconnected molecules or ions with the total composition C25H18BrF3O13P2S.

Structure (XYZ):
```
63
Properties=species:S:1:pos:R:3:nbo_charge:R:1
C -2.048 -2.618 3.074 -0.915
P -1.638 -2.966 1.291 0.798
C -3.249 -3.442 0.540 -0.939
C -1.094 -1.320 0.663 -0.338
C 0.180 -0.951 0.583 -0.225
C 0.588 0.407 0.107 0.520
O 1.652 0.890 0.439 -0.491
C -0.395 1.137 -0.772 -0.120
C -0.016 2.162 -1.627 -0.315
P 1.734 2.768 -1.740 1.082
O 1.697 3.979 -2.856 -0.983
Br 2.123 3.884 0.190 -0.243
C -0.956 2.774 -2.421 -0.196
C -2.275 2.399 -2.427 -0.145
C -2.645 1.391 -1.565 -0.305
S -4.386 0.938 -1.627 2.076
O -5.023 1.546 -2.757 -0.908
O -4.524 -0.484 -1.644 -0.902
C -5.158 1.673 -0.087 0.760
F -5.993 2.648 -0.417 -0.295
F -4.186 2.228 0.656 -0.317
F -5.774 0.770 0.642 -0.282
C -1.736 0.779 -0.741 -0.012
C -2.123 -0.302 0.242 0.521
O -3.234 -0.340 0.731 -0.511
H -2.079 -3.531 3.665 0.236
H -2.958 -2.015 3.147 0.231
H -1.227 -1.984 3.430 0.233
H -3.586 -4.336 1.064 0.252
H -4.045 -2.698 0.649 0.243
H -3.143 -3.647 -0.528 0.240
H 0.923 -1.680 0.906 0.242
H 1.387 4.789 -2.417 0.508
H -0.667 3.587 -3.078 0.237
H -3.020 2.851 -3.069 0.261
O 2.782 6.598 -2.510 -0.568
C 3.915 6.841 -2.134 0.486
C 4.214 7.288 -0.784 -0.385
C 5.474 7.560 -0.424 0.324
O 5.792 7.970 0.801 -0.623
C 6.614 7.419 -1.390 0.473
O 7.735 7.698 -1.011 -0.529
C 6.318 6.947 -2.736 -0.380
C 5.057 6.673 -3.091 0.317
O 4.740 6.238 -4.310 -0.624
H 3.384 7.387 -0.099 0.246
H 6.760 8.096 0.796 0.507
H 7.149 6.832 -3.418 0.246
H 3.772 6.115 -4.307 0.507
O 0.978 -10.109 2.585 -0.529
C 0.284 -9.115 2.493 0.472
C -0.839 -8.840 3.378 -0.379
C -1.571 -7.732 3.209 0.316
O -2.607 -7.436 3.994 -0.625
C -1.269 -6.748 2.117 0.484
O -1.981 -5.767 2.002 -0.559
C -0.134 -7.009 1.248 -0.386
C 0.601 -8.116 1.418 0.323
O 1.650 -8.398 0.650 -0.623
H -1.048 -9.557 4.159 0.246
H -2.961 -6.591 3.660 0.504
H 0.082 -6.282 0.478 0.251
H 2.000 -9.247 0.980 0.507
```

Calculated values
Highest occupied orbital energy ... -8.41 eV
Gap between HOMO and LUMO ... 6.742 eV

---

7.
The following is a DFT calculation (ωB97M-V/def2-TZVPD) of a molecular structure, C25H18ClFeN3O9.

Structure (XYZ):
```
57
Properties=species:S:1:pos:R:3:nbo_charge:R:1
Fe -0.004 0.086 0.541 1.566
C -4.229 0.351 1.441 -0.233
O -4.631 -0.486 0.355 -0.514
C -3.980 -0.489 -0.839 0.240
C -4.683 -1.041 -1.887 -0.253
C -4.143 -1.109 -3.174 -0.246
C -2.889 -0.609 -3.418 -0.197
C -2.132 -0.053 -2.380 -0.198
C -0.829 0.461 -2.645 0.080
N -0.054 0.878 -1.711 -0.256
N 1.062 1.517 -2.008 -0.421
C 1.736 1.879 -0.924 0.567
O 1.361 1.674 0.263 -0.720
C 2.997 2.628 -1.168 -0.028
C 3.661 2.523 -2.387 -0.190
C 4.860 3.190 -2.581 -0.224
C 5.395 3.971 -1.566 -0.217
C 4.734 4.075 -0.350 -0.210
C 3.542 3.398 -0.146 -0.201
C -2.647 0.011 -1.046 0.376
O -1.962 0.492 -0.072 -0.711
H -5.059 0.312 2.145 0.175
H -4.079 1.380 1.114 0.180
H -3.322 0.001 1.922 0.200
H -5.675 -1.422 -1.679 0.215
H -4.723 -1.545 -3.977 0.203
H -2.464 -0.659 -4.414 0.200
H -0.501 0.509 -3.684 0.185
H 3.224 1.909 -3.161 0.235
H 5.389 3.087 -3.521 0.204
H 6.333 4.490 -1.720 0.202
H 5.162 4.671 0.447 0.204
H 3.022 3.455 0.800 0.233
O 2.469 -2.993 0.570 -0.817
Cl 2.368 -1.571 0.522 2.567
O 3.652 -0.959 0.474 -0.813
O 1.596 -1.174 -0.652 -0.892
O 1.613 -1.067 1.651 -0.855
O -1.747 -1.531 3.944 -0.647
C -1.360 -1.246 2.819 0.750
O -0.873 -0.141 2.426 -0.738
C -1.544 -2.308 1.728 0.143
C -2.247 -3.488 2.046 -0.226
C -2.475 -4.405 1.068 -0.131
C -2.000 -4.158 -0.240 -0.108
C -2.224 -5.046 -1.315 -0.185
C -1.728 -4.773 -2.556 -0.212
C -0.972 -3.605 -2.772 -0.195
C -0.739 -2.724 -1.755 -0.196
C -1.266 -2.965 -0.465 0.239
N -1.066 -2.062 0.538 -0.454
H -2.584 -3.613 3.065 0.250
H -3.000 -5.331 1.274 0.209
H -2.793 -5.950 -1.128 0.204
H -1.900 -5.459 -3.376 0.207
H -0.569 -3.407 -3.757 0.210
H -0.122 -1.854 -1.896 0.244
```

Calculated values
Charge ... -1
Highest occupied orbital energy (alpha / beta) ... -4.95 / -4.99 eV
Gap between HOMO and LUMO (alpha / beta) ... 6.167 / 5.699 eV
Multiplicity ... 2
⟨S²⟩ ... 1.061

---

8.
The following is a DFT calculation (ωB97M-V/def2-TZVPD) of a molecular structure, C25H18ClI2N2O9ScSe.

Structure (XYZ):
```
59
Properties=species:S:1:pos:R:3:nbo_charge:R:1
Sc 1.661 -0.649 -0.186 1.542
O -2.435 -1.127 -1.362 -0.677
C -1.354 -0.780 -0.896 0.768
O -0.200 -1.287 -1.107 -0.754
C -1.315 0.355 0.109 0.099
C -2.377 1.165 0.458 -0.180
C -2.164 2.120 1.447 -0.195
C -0.918 2.231 2.056 -0.228
C 0.091 1.391 1.628 0.124
N -0.132 0.495 0.682 -0.442
C 1.521 1.365 2.145 0.765
O 1.819 2.086 3.092 -0.679
O 2.257 0.545 1.497 -0.739
H -3.328 1.036 -0.041 0.229
H -2.971 2.783 1.739 0.199
H -0.705 2.955 2.832 0.232
I 5.049 -3.581 1.958 0.145
C 3.077 -3.694 2.603 -0.273
C 2.767 -4.539 3.683 -0.225
C 1.495 -4.624 4.171 -0.184
I 1.128 -5.957 5.751 0.055
C 0.456 -3.832 3.619 -0.140
C -0.880 -3.800 4.078 -0.173
C -1.782 -2.965 3.487 -0.248
C -1.355 -2.135 2.432 0.042
N -0.130 -2.144 1.979 -0.384
C 0.776 -2.980 2.532 0.166
C 2.110 -2.930 1.947 0.378
O 2.345 -2.207 0.916 -0.739
H 3.556 -5.133 4.125 0.222
H -1.174 -4.439 4.901 0.213
H -2.810 -2.926 3.825 0.204
H -2.053 -1.454 1.952 0.196
O 4.514 -1.114 -2.928 -0.805
Cl 3.933 -1.624 -1.722 2.532
O 4.585 -2.830 -1.307 -0.809
O 2.481 -1.871 -1.911 -0.817
O 3.975 -0.605 -0.650 -0.801
C -3.674 3.400 -3.720 -0.618
C -2.320 2.923 -3.248 -0.039
C -1.708 1.816 -3.817 -0.225
C -0.451 1.367 -3.409 -0.014
C 0.160 0.187 -4.116 -0.644
C 0.221 2.038 -2.367 -0.206
Se 1.945 1.438 -1.795 -0.305
C -0.373 3.185 -1.808 0.066
C 0.304 4.023 -0.748 -0.664
C -1.628 3.601 -2.255 -0.271
H -4.133 2.671 -4.392 0.204
H -3.594 4.348 -4.262 0.197
H -4.358 3.562 -2.881 0.202
H -2.226 1.269 -4.603 0.188
H -0.448 -0.094 -4.981 0.184
H 0.238 -0.672 -3.449 0.260
H 1.178 0.415 -4.439 0.230
H 1.138 3.493 -0.295 0.254
H -0.410 4.301 0.031 0.198
H 0.700 4.947 -1.185 0.201
H -2.079 4.480 -1.796 0.182
```

Calculated values
Charge ... -2
Highest occupied orbital energy ... -2.11 eV
Gap between HOMO and LUMO ... 5.456 eV

---

> What is the formula in the sixth record?

C25H18BrF3O13P2S